{"formula": "C5H9NO", "method": "ωB97M-V with the def2-TZVPD basis set", "elements": ["C", "C", "C", "O", "C", "C", "N", "H", "H", "H", "H", "H", "H", "H", "H", "H"], "positions_angstrom": [[2.070, -0.238, -0.127], [0.710, 0.113, 0.475], [-0.417, -0.030, -0.545], [-0.469, -1.326, -1.118], [-1.835, 0.160, 0.028], [-1.929, 1.031, 1.201], [-2.014, 1.692, 2.146], [2.269, 0.340, -1.039], [2.881, -0.028, 0.576], [2.129, -1.303, -0.377], [0.715, 1.150, 0.831], [0.505, -0.522, 1.345], [-0.249, 0.720, -1.335], [0.341, -1.464, -1.624], [-2.201, -0.832, 0.310], [-2.506, 0.539, -0.748]], "mulliken_charge": [-1.436, -0.316, 0.078, -0.544, -0.464, 0.224, -0.425, 0.354, 0.367, 0.347, 0.380, 0.316, 0.197, 0.329, 0.294, 0.301], "energy_ev": -8868.1808, "smiles": "CC[C@@H](O)CC#N", "total_charge": 0, "homo_energy_ev": -10.83, "largest_force_ev_per_a": 1.12, "orbital_gap_ev": 11.554, "lumo_energy_ha": 0.027}


{"formula": "C5H9NO", "method": "ωB97M-V with the def2-TZVPD basis set", "elements": ["C", "C", "C", "C", "O", "C", "N", "H", "H", "H", "H", "H", "H", "H", "H", "H"], "positions_angstrom": [[1.426, 0.300, -0.107], [0.019, 0.782, -0.347], [-0.537, 0.567, 1.058], [-0.215, -0.874, 1.202], [-0.381, -2.270, -0.996], [-0.289, 2.093, -0.936], [-0.673, 3.083, -1.399], [0.405, -1.741, -1.211], [1.932, 0.816, 0.712], [2.115, 0.357, -0.981], [-0.442, 0.049, -1.019], [0.062, 1.130, 1.776], [-1.593, 0.829, 1.153], [-0.900, -1.529, 0.660], [0.097, -1.330, 2.141], [-1.027, -2.263, -1.706]], "mulliken_charge": [-0.790, 0.567, -0.413, -0.600, -0.669, -0.157, -0.464, 0.328, 0.283, 0.279, 0.064, 0.272, 0.379, 0.272, 0.343, 0.306], "energy_ev": -8863.8462, "total_charge": 0, "homo_energy_ev": [-9.47, -9.06], "largest_force_ev_per_a": 1.34, "orbital_gap_ev": [9.301, 8.530], "lumo_energy_ha": [-0.006, -0.019]}


{"formula": "C5H9NO", "method": "ωB97M-V with the def2-TZVPD basis set", "elements": ["C", "N", "C", "O", "C", "C", "C", "H", "H", "H", "H", "H", "H", "H", "H", "H"], "positions_angstrom": [[2.765, -0.074, -0.154], [1.633, -0.579, -0.315], [0.447, 0.095, 0.107], [0.555, 1.391, 0.614], [-0.589, -0.874, 0.987], [-0.838, -0.480, -0.423], [-2.195, 0.259, -0.457], [3.607, -0.502, -0.638], [3.036, 0.869, 0.273], [0.835, 1.972, -0.119], [-1.094, -0.352, 1.653], [-0.181, -1.911, 1.150], [-0.583, -1.270, -1.118], [-1.922, 1.130, 0.105], [-2.971, -0.274, -0.022], [-2.505, 0.599, -1.644]], "mulliken_charge": [-0.352, -0.473, 0.589, -0.562, -1.024, 0.126, -1.193, 0.261, 0.243, 0.358, 0.419, 0.272, 0.421, 0.325, 0.355, 0.234], "energy_ev": -8865.4715, "smiles": "C=N[C@]1(O)C[C@H]1C", "total_charge": 0, "homo_energy_ev": -8.92, "largest_force_ev_per_a": 7.24, "orbital_gap_ev": 9.735, "lumo_energy_ha": 0.030}


{"formula": "C5H9NO", "method": "ωB97M-V with the def2-TZVPD basis set", "elements": ["C", "C", "C", "C", "O", "C", "N", "H", "H", "H", "H", "H", "H", "H", "H", "H"], "positions_angstrom": [[0.605, 0.356, 1.340], [-0.159, -0.162, 0.115], [-1.606, -0.540, 0.465], [-0.105, 0.817, -1.037], [1.225, 0.647, -1.549], [1.503, -0.660, -1.240], [0.745, -1.268, -0.420], [0.833, -0.509, 1.966], [0.055, 1.091, 1.940], [1.550, 0.806, 1.017], [-1.978, 0.010, 1.342], [-2.307, -0.329, -0.355], [-1.651, -1.604, 0.689], [-0.814, 0.534, -1.828], [-0.300, 1.837, -0.706], [2.405, -1.025, -1.740]], "mulliken_charge": [-1.593, 1.805, -1.597, -0.802, -0.356, -0.047, -0.705, 0.379, 0.381, 0.359, 0.316, 0.353, 0.400, 0.396, 0.322, 0.389], "energy_ev": -8868.0063, "smiles": "CC1(C)COC=N1", "total_charge": 0, "homo_energy_ev": -9.76, "largest_force_ev_per_a": 0.68, "orbital_gap_ev": 10.743, "lumo_energy_ha": 0.036}


{"formula": "C5H9NO", "method": "ωB97M-V with the def2-TZVPD basis set", "elements": ["N", "C", "C", "C", "C", "C", "O", "H", "H", "H", "H", "H", "H", "H", "H", "H"], "positions_angstrom": [[2.463, 0.302, -0.568], [1.198, 0.321, -0.177], [0.745, -0.917, 0.300], [-0.738, -1.222, 0.296], [-1.515, -0.027, -0.296], [-0.891, 1.287, 0.159], [0.457, 1.422, -0.365], [2.984, 1.131, -0.766], [2.428, -0.862, -0.391], [1.274, -1.291, 1.147], [-1.108, -1.420, 1.312], [-0.965, -2.121, -0.292], [-1.492, -0.054, -1.394], [-2.571, -0.052, 0.006], [-0.847, 1.344, 1.255], [-1.423, 2.160, -0.226]], "mulliken_charge": [-0.471, 0.698, -0.950, -0.397, -0.625, -0.431, -0.392, 0.206, 0.343, 0.285, 0.279, 0.269, 0.276, 0.337, 0.285, 0.288], "energy_ev": -8866.0849, "smiles": "NC1=CCCCO1", "total_charge": 0, "homo_energy_ev": -7.31, "largest_force_ev_per_a": 3.53, "orbital_gap_ev": 8.322, "lumo_energy_ha": 0.037}


{"formula": "C5H9NO", "method": "ωB97M-V with the def2-TZVPD basis set", "elements": ["C", "C", "C", "C", "N", "C", "O", "H", "H", "H", "H", "H", "H", "H", "H", "H"], "positions_angstrom": [[-0.348, -0.267, 1.588], [0.120, 0.026, 0.166], [1.388, 0.874, 0.119], [0.090, -1.198, -0.817], [-1.016, -0.507, -1.557], [-0.990, 0.516, -0.765], [-1.822, 1.419, -1.095], [-0.550, 0.667, 2.125], [0.417, -0.822, 2.145], [-1.270, -0.860, 1.584], [2.216, 0.366, 0.628], [1.223, 1.837, 0.615], [1.691, 1.076, -0.915], [0.996, -1.337, -1.418], [-0.211, -2.154, -0.372], [-1.934, 0.363, -2.031]], "mulliken_charge": [-1.577, 1.760, -1.576, -0.714, -0.403, -0.206, -0.686, 0.363, 0.380, 0.390, 0.382, 0.361, 0.389, 0.281, 0.280, 0.574], "energy_ev": -8865.7387, "total_charge": 0, "homo_energy_ev": -9.53, "largest_force_ev_per_a": 0.33, "orbital_gap_ev": 10.384, "lumo_energy_ha": 0.031}


{"formula": "C5H9NO", "method": "ωB97M-V with the def2-TZVPD basis set", "elements": ["H", "N", "C", "C", "C", "C", "C", "O", "H", "H", "H", "H", "H", "H", "H", "H"], "positions_angstrom": [[-2.384, -0.516, -2.061], [-1.478, -0.074, -2.235], [-0.875, 0.067, -1.136], [0.527, 0.634, -1.038], [0.897, 0.970, 0.407], [0.676, -0.240, 1.324], [-0.580, -1.020, 0.895], [-1.456, -0.258, 0.062], [1.233, -0.094, -1.458], [0.573, 1.516, -1.684], [0.280, 1.807, 0.754], [1.939, 1.300, 0.463], [1.534, -0.920, 1.264], [0.601, 0.086, 2.366], [-1.193, -1.338, 1.742], [-0.294, -1.919, 0.334]], "mulliken_charge": [0.286, -0.699, 0.444, -0.461, -0.539, -0.539, -0.408, -0.438, 0.221, 0.337, 0.288, 0.326, 0.297, 0.274, 0.312, 0.301], "energy_ev": -8868.2212, "smiles": "[H]/N=C1/CCCCO1", "total_charge": 0, "homo_energy_ev": -9.94, "largest_force_ev_per_a": 0.31, "orbital_gap_ev": 10.897, "lumo_energy_ha": 0.035}


{"formula": "C5H9NO", "method": "ωB97M-V with the def2-TZVPD basis set", "elements": ["C", "C", "N", "C", "C", "C", "O", "H", "H", "H", "H", "H", "H", "H", "H", "H"], "positions_angstrom": [[0.645, 2.305, 0.790], [1.496, 1.062, 0.541], [0.647, -0.128, 0.480], [0.267, -0.302, -0.745], [-0.935, -1.125, -1.016], [-1.073, -2.504, -0.517], [-1.755, -1.441, 0.114], [1.200, 3.236, 0.600], [0.229, 2.382, 1.806], [-0.190, 2.271, 0.085], [2.207, 0.939, 1.378], [0.300, -0.635, 1.291], [1.186, 0.716, -0.960], [-1.469, -0.857, -1.923], [-1.717, -3.204, -1.049], [-0.254, -2.951, 0.045]], "mulliken_charge": [-0.897, -0.701, 0.111, -0.466, -0.011, -0.314, -0.431, 0.286, 0.279, 0.269, 0.227, 0.238, 0.526, 0.388, 0.269, 0.227], "energy_ev": -8862.8150, "total_charge": 0, "homo_energy_ev": -7.45, "largest_force_ev_per_a": 0.62, "orbital_gap_ev": 8.114, "lumo_energy_ha": 0.025}